1.
{"formula": "C50H42N6SZr", "method": "ωB97M-V/def2-TZVPD", "lumo_ev": -6.544, "relative_energy_ev": 0.000, "total_charge": 2, "max_force_ev_per_a": 0.739, "homo_lumo_gap_ev": 5.88, "spin_multiplicity": 1, "species": ["Zr", "C", "C", "C", "C", "C", "C", "C", "C", "C", "C", "C", "N", "C", "C", "C", "C", "C", "C", "C", "C", "C", "C", "C", "C", "C", "N", "C", "C", "C", "C", "C", "C", "C", "C", "C", "C", "C", "C", "N", "C", "C", "N", "C", "C", "C", "C", "C", "C", "H", "H", "H", "H", "H", "H", "H", "H", "H", "H", "H", "H", "H", "H", "H", "H", "H", "H", "H", "H", "H", "H", "H", "H", "H", "H", "H", "H", "C", "C", "N", "C", "C", "S", "C", "C", "N", "H", "H", "H", "H", "H", "H", "H", "H", "H", "H", "H", "H", "H", "H"], "xyz": [[0.25593, 0.00825, 0.13062], [-2.84708, -1.72460, 6.96469], [-1.53143, -1.35838, 6.72285], [-1.13116, -1.01643, 5.43843], [-2.04548, -1.05259, 4.39012], [-3.36601, -1.41886, 4.63689], [-3.76474, -1.75082, 5.92314], [-1.61265, -0.66694, 3.01533], [-1.61763, -1.64609, 2.02135], [-2.12292, -2.97971, 2.16784], [-2.13156, -3.54797, 0.93648], [-1.58646, -2.59022, 0.01854], [-1.26326, -1.43679, 0.70163], [-1.34578, -2.83666, -1.33466], [-0.67214, -1.96341, -2.19524], [-0.29285, -2.27073, -3.54123], [0.44732, -1.23398, -4.00539], [0.48167, -0.23647, -2.97721], [0.96006, 1.06698, -3.13386], [1.59686, 1.43680, -4.43087], [2.93187, 1.82481, -4.46312], [3.52896, 2.18235, -5.66379], [2.78714, 2.17033, -6.83506], [1.44868, 1.80173, -6.80626], [0.85364, 1.43258, -5.60928], [0.73110, 2.09727, -2.21900], [0.25562, 1.93537, -0.92981], [-0.06589, 3.20152, -0.48470], [-0.57021, 3.51952, 0.77685], [-0.76677, 4.96326, 1.09920], [-2.04800, 5.48592, 1.24345], [-2.21867, 6.82877, 1.54640], [-1.11229, 7.64884, 1.71520], [0.16724, 7.13159, 1.57146], [0.34120, 5.79165, 1.25759], [-0.91854, 2.57868, 1.74193], [-1.39050, 2.90241, 3.05576], [-1.64386, 1.73546, 3.69414], [-1.33691, 0.67782, 2.78037], [-0.86535, 1.20488, 1.59073], [0.20952, 4.15999, -1.51194], [0.72331, 3.48522, -2.56971], [-0.18632, -0.71390, -1.86163], [-1.81861, -4.13927, -1.88833], [-0.92121, -5.16336, -2.17406], [-1.37835, -6.37152, -2.67878], [-2.73485, -6.55935, -2.90408], [-3.63342, -5.54071, -2.62148], [-3.17851, -4.33318, -2.11152], [-3.15925, -1.98537, 7.96685], [-0.81657, -1.33337, 7.53435], [-0.10661, -0.71403, 5.25103], [-4.08296, -1.42871, 3.82468], [-4.79399, -2.02425, 6.11221], [-2.46295, -3.41948, 3.09066], [-2.47629, -4.53219, 0.66565], [-0.56861, -3.17070, -4.06530], [0.90086, -1.13487, -4.97714], [3.51233, 1.85176, -3.54680], [4.57037, 2.47380, -5.68351], [3.24802, 2.45241, -7.77186], [0.86250, 1.80632, -7.71526], [-0.19338, 1.15592, -5.58602], [-2.90915, 4.84257, 1.10752], [-3.21549, 7.23574, 1.64855], [-1.24588, 8.69457, 1.95693], [1.03044, 7.76988, 1.70338], [1.33801, 5.38360, 1.13752], [-1.53261, 3.90203, 3.43001], [-2.03254, 1.59829, 4.68924], [0.00432, 5.21452, -1.43442], [1.01888, 3.87291, -3.53033], [0.14027, -5.01886, -2.00177], [-0.67755, -7.16645, -2.89554], [-3.09192, -7.50016, -3.30032], [-4.69057, -5.68389, -2.79963], [-3.87888, -3.53647, -1.89210], [3.45193, -0.77565, -0.68524], [2.57634, -1.96650, -1.00811], [1.52669, -2.13242, 0.02435], [2.01030, -2.86481, 1.22883], [1.83786, -2.15755, 2.57764], [1.63798, -0.36986, 2.54781], [3.28081, 0.28609, 2.13845], [3.23648, 1.13062, 0.87490], [2.63035, 0.39554, -0.26393], [4.05827, -0.50814, -1.55165], [4.14857, -1.02164, 0.11434], [3.19372, -2.86590, -1.08316], [2.08200, -1.84281, -1.97007], [0.80981, -2.71562, -0.40145], [3.06138, -3.11573, 1.07877], [1.47395, -3.81313, 1.28005], [2.67266, -2.38403, 3.24111], [0.93831, -2.50596, 3.08766], [3.97968, -0.54559, 2.06582], [3.61451, 0.90084, 2.97312], [4.24571, 1.46776, 0.62199], [2.63168, 2.02674, 1.04344], [2.60944, 1.05216, -1.04320]], "lowdin_charge": [1.77, -0.06, -0.06, -0.04, -0.22, -0.03, -0.05, -0.10, -0.23, 0.04, 0.05, -0.23, -0.04, -0.08, -0.22, 0.04, 0.03, -0.24, -0.07, -0.22, -0.04, -0.06, -0.06, -0.05, -0.03, -0.24, -0.04, -0.21, -0.06, -0.23, -0.03, -0.05, -0.06, -0.06, -0.04, -0.21, 0.05, 0.05, -0.27, -0.06, 0.04, 0.05, -0.04, -0.23, -0.04, -0.06, -0.06, -0.05, -0.02, 0.11, 0.11, 0.11, 0.13, 0.11, 0.13, 0.13, 0.13, 0.13, 0.11, 0.11, 0.11, 0.12, 0.13, 0.13, 0.11, 0.11, 0.11, 0.12, 0.13, 0.13, 0.13, 0.13, 0.12, 0.11, 0.11, 0.11, 0.13, -0.14, -0.17, -0.13, -0.19, -0.39, 0.95, -0.39, -0.24, -0.15, 0.14, 0.11, 0.14, 0.10, 0.08, 0.12, 0.13, 0.10, 0.07, 0.09, 0.10, 0.14, 0.12, 0.09]}


2.
{"formula": "C50H43BaIN4P", "method": "ωB97M-V/def2-TZVPD", "lumo_ev": [1.132, 1.130], "relative_energy_ev": 3.520, "total_charge": -1, "max_force_ev_per_a": 5.264, "homo_lumo_gap_ev": [5.22, 5.21], "spin_multiplicity": 1, "species": ["Ba", "C", "C", "C", "C", "C", "C", "C", "C", "C", "C", "C", "C", "C", "C", "C", "C", "C", "C", "C", "N", "C", "C", "C", "C", "C", "C", "C", "C", "C", "C", "C", "C", "N", "C", "C", "C", "C", "C", "N", "C", "C", "C", "C", "C", "C", "C", "C", "N", "H", "H", "H", "H", "H", "H", "H", "H", "H", "H", "H", "H", "H", "H", "H", "H", "H", "H", "H", "H", "H", "H", "H", "H", "H", "H", "H", "H", "I", "C", "C", "P", "C", "C", "C", "C", "H", "H", "H", "H", "H", "H", "H", "H", "H", "H", "H", "H", "H", "H", "H"], "xyz": [[-9.55303, -0.72377, 20.16846], [-9.84695, 6.60762, 18.54251], [-10.70487, 6.51180, 19.55951], [-10.77272, 5.36587, 20.37022], [-9.84757, 4.34778, 20.09648], [-8.97379, 4.54806, 19.07110], [-8.96831, 5.65277, 18.28591], [-9.89713, 2.98393, 20.62139], [-8.64229, 2.27869, 21.10667], [-8.35515, 2.03667, 22.44362], [-7.23370, 1.19323, 22.48292], [-6.83585, 1.02157, 21.06583], [-6.05193, -0.05762, 20.78860], [-4.98956, 0.01673, 19.82479], [-4.21202, 1.22184, 19.74669], [-3.03085, 1.33499, 18.99255], [-2.69099, 0.33523, 18.18533], [-3.47782, -0.90649, 18.17305], [-4.55059, -1.04768, 19.02265], [-6.34721, -1.24496, 21.43576], [-7.51590, -1.45594, 21.99510], [-7.55891, -2.70258, 22.54352], [-8.66683, -3.26486, 23.28117], [-8.45066, -4.33513, 24.32117], [-8.02123, -4.16287, 25.63735], [-7.90203, -5.19541, 26.54736], [-8.26505, -6.52008, 26.19104], [-8.82839, -6.72552, 24.97415], [-8.89890, -5.67214, 24.07970], [-9.94836, -2.68652, 23.16206], [-11.02567, -3.21772, 24.04239], [-12.14029, -2.41226, 23.82369], [-11.74752, -1.43651, 22.81828], [-10.45046, -1.54883, 22.43751], [-12.73310, -0.49290, 22.37036], [-12.34609, 0.70142, 21.77698], [-13.25859, 1.75152, 21.16627], [-12.55607, 2.76897, 20.64459], [-11.12112, 2.35465, 20.91051], [-11.13222, 1.13508, 21.56725], [-14.11415, -0.84062, 22.57593], [-14.71015, -2.04107, 22.14143], [-16.06891, -2.30315, 22.45363], [-16.85729, -1.48080, 23.14363], [-16.26730, -0.27836, 23.64031], [-14.88769, -0.03363, 23.43690], [-6.29357, -3.31853, 22.20871], [-5.48420, -2.43106, 21.54015], [-7.77351, 1.67564, 20.24959], [-9.82465, 7.59028, 18.03185], [-11.33753, 7.37174, 19.79307], [-11.48454, 5.31281, 21.21521], [-8.23958, 3.72773, 18.87473], [-8.33479, 5.73046, 17.41832], [-8.87309, 2.55172, 23.24809], [-6.55383, 0.65732, 23.10120], [-4.63560, 1.98722, 20.31580], [-2.33515, 2.30416, 18.94697], [-1.76637, 0.36981, 17.55198], [-3.29961, -1.68005, 17.45371], [-5.13894, -1.95350, 18.74784], [-7.69181, -3.20101, 25.76765], [-7.41540, -4.94711, 27.51677], [-8.24790, -7.29719, 26.94685], [-9.07687, -7.68094, 24.61107], [-9.35686, -5.81928, 23.15960], [-11.00055, -4.10827, 24.59356], [-13.04686, -2.46589, 24.39539], [-14.33352, 1.74734, 21.20628], [-12.84433, 3.73361, 20.19496], [-14.17805, -2.70102, 21.48020], [-16.54993, -3.19939, 22.05228], [-17.88684, -1.71329, 23.35757], [-16.87829, 0.35090, 24.25918], [-14.37532, 0.81324, 23.95868], [-5.91027, -4.32973, 22.38861], [-4.48504, -2.42888, 21.16642], [-8.99900, -2.92162, 17.27506], [-13.10922, -1.36099, 18.08878], [-12.28875, -1.21941, 16.74237], [-11.28163, 0.30217, 16.66551], [-12.71913, 1.54067, 16.70236], [-13.88921, 1.22964, 15.70282], [-10.69588, 0.22980, 14.90467], [-9.59177, 1.27807, 14.63330], [-13.00598, -0.51870, 18.80264], [-12.81521, -2.18464, 18.70250], [-14.13996, -1.46595, 17.95447], [-13.00351, -1.37578, 15.87467], [-11.50655, -2.02240, 16.74921], [-12.26910, 2.46625, 16.62016], [-13.16328, 1.55087, 17.74185], [-13.53481, 1.00855, 14.66096], [-14.68366, 1.99636, 15.66074], [-14.49020, 0.33946, 16.01287], [-11.56153, 0.27711, 14.24156], [-10.24461, -0.78799, 14.96042], [-9.96792, 2.31407, 14.72495], [-9.17280, 1.23046, 13.65830], [-8.83654, 1.09713, 15.43257]], "lowdin_charge": [1.52, -0.16, -0.11, -0.02, -0.19, -0.04, -0.10, -0.05, -0.35, -0.05, 0.00, -0.32, -0.14, -0.14, 0.01, -0.13, -0.11, -0.06, -0.06, -0.33, 0.00, -0.22, -0.06, -0.17, -0.04, -0.07, -0.10, -0.10, -0.03, -0.20, 0.02, 0.00, -0.26, -0.10, -0.14, -0.27, -0.01, 0.00, -0.23, -0.03, -0.23, -0.01, -0.12, -0.12, -0.06, -0.03, -0.03, 0.01, 0.04, 0.12, 0.10, 0.12, 0.13, 0.11, 0.11, 0.10, 0.09, 0.15, 0.11, 0.09, 0.13, 0.09, 0.11, 0.10, 0.09, 0.09, 0.08, 0.10, 0.09, 0.10, 0.11, 0.10, 0.09, 0.08, 0.13, 0.10, 0.09, -0.37, -0.15, -0.48, 0.89, -0.39, -0.16, -0.43, -0.17, 0.05, 0.05, 0.04, 0.09, -0.08, 0.02, 0.07, 0.06, 0.06, 0.06, 0.06, 0.05, 0.06, 0.04, 0.07]}


3.
{"formula": "C50H43F2MnN4O3Te", "method": "ωB97M-V/def2-TZVPD", "lumo_ev": [4.045, 4.045], "relative_energy_ev": 0.000, "s2": 6.25, "total_charge": -2, "max_force_ev_per_a": 0.660, "homo_lumo_gap_ev": [5.99, 6.17], "spin_multiplicity": 5, "species": ["Mn", "O", "C", "C", "C", "C", "C", "C", "C", "N", "N", "C", "O", "C", "C", "C", "C", "C", "C", "H", "H", "H", "H", "H", "H", "H", "H", "H", "H", "F", "C", "C", "C", "C", "C", "F", "C", "C", "C", "C", "C", "C", "N", "H", "H", "H", "H", "H", "H", "C", "C", "C", "C", "C", "C", "Te", "N", "C", "O", "C", "C", "C", "C", "C", "C", "C", "C", "C", "C", "C", "C", "C", "C", "C", "C", "C", "C", "H", "H", "H", "H", "H", "H", "H", "H", "H", "H", "H", "H", "H", "H", "H", "H", "H", "H", "H", "H", "H", "H", "H", "H", "H", "H", "H"], "xyz": [[-0.37618, -0.06236, 0.14957], [-0.16793, -0.81699, 2.15234], [0.54097, -1.77727, 2.60452], [0.07926, -2.55894, 3.71279], [0.80659, -3.60349, 4.22077], [2.06254, -3.95000, 3.69204], [2.54380, -3.20212, 2.64039], [1.81728, -2.14615, 2.07858], [2.42170, -1.39693, 1.00111], [1.79577, -0.55638, 0.26457], [2.61148, 0.15201, -0.63155], [1.87949, 1.08261, -1.18854], [0.63768, 1.28119, -0.99372], [2.56812, 2.04419, -2.11680], [1.82884, 3.08829, -2.65956], [2.44570, 4.01062, -3.49491], [3.79621, 3.89198, -3.79123], [4.53626, 2.84541, -3.25071], [3.92383, 1.92436, -2.41389], [-0.88859, -2.29098, 4.11853], [0.40270, -4.17472, 5.05112], [2.63396, -4.77119, 4.10492], [3.51597, -3.43463, 2.21286], [3.49244, -1.53236, 0.82292], [0.77839, 3.16206, -2.40930], [1.86430, 4.82400, -3.91259], [4.27432, 4.61430, -4.44357], [5.59197, 2.74998, -3.47838], [4.47929, 1.10760, -1.97344], [-5.09758, -2.63450, 0.99606], [-3.81716, -2.75760, 0.54119], [-3.02436, -1.63869, 0.43896], [-1.70877, -1.75245, -0.01693], [-1.24603, -3.03188, -0.37409], [-2.09164, -4.12554, -0.24759], [-1.66007, -5.36881, -0.61698], [-3.38902, -4.03098, 0.20724], [0.12696, -3.21375, -0.91779], [0.99365, -4.19381, -0.42688], [2.26339, -4.29057, -0.95665], [2.64633, -3.41912, -1.96999], [1.72483, -2.47860, -2.39525], [0.50172, -2.37576, -1.88552], [-3.43078, -0.67337, 0.71890], [-4.03236, -4.89530, 0.27483], [0.67414, -4.82869, 0.38822], [2.95991, -5.02460, -0.56791], [3.63528, -3.45143, -2.40799], [1.98350, -1.75322, -3.15817], [-4.29702, 5.59354, 7.54874], [-3.83225, 4.86686, 6.31525], [-4.72838, 4.42204, 5.35932], [-4.30815, 3.74588, 4.21107], [-5.37430, 3.29538, 3.24404], [-2.94484, 3.49864, 3.99573], [-2.37532, 2.28462, 2.23648], [-1.82290, 1.11463, -0.04664], [-2.38090, 1.73274, -1.06270], [-3.12698, 2.73391, -0.92703], [-2.16534, 1.28854, -2.51949], [-1.53549, 0.11896, -2.91777], [-1.36378, -0.18319, -4.26239], [-1.82079, 0.68684, -5.24162], [-2.46040, 1.85925, -4.85755], [-2.63158, 2.15017, -3.51254], [-1.12188, 3.79184, 1.41767], [0.26641, 3.63754, 1.34746], [1.04359, 2.52846, 2.00382], [1.02003, 4.58670, 0.65192], [0.44115, 5.68337, 0.04546], [1.26994, 6.66922, -0.73321], [-0.93504, 5.84385, 0.16431], [-1.72610, 4.91786, 0.82948], [-3.21239, 5.12948, 0.87327], [-2.03547, 3.94890, 4.96674], [-0.56117, 3.70607, 4.80919], [-2.48250, 4.61918, 6.09859], [-5.37985, 5.72556, 7.53923], [-3.84048, 6.58337, 7.62597], [-4.03626, 5.04590, 8.45789], [-5.78977, 4.60870, 5.49949], [-6.31733, 3.80458, 3.45337], [-5.55064, 2.21982, 3.32228], [-5.08705, 3.48055, 2.20921], [-1.16896, -0.59689, -2.19526], [-0.86553, -1.10757, -4.53209], [-1.68135, 0.45462, -6.29194], [-2.82487, 2.55117, -5.60953], [-3.12562, 3.05498, -3.18420], [0.41587, 1.73151, 2.39425], [1.61708, 2.93366, 2.84435], [1.75770, 2.09755, 1.30523], [2.09252, 4.43430, 0.56815], [2.29469, 6.31438, -0.84459], [1.29952, 7.64460, -0.23921], [0.86114, 6.82263, -1.73421], [-1.41633, 6.69465, -0.31024], [-3.48077, 6.02582, 0.31054], [-3.55722, 5.24931, 1.90372], [-3.71113, 4.26397, 0.43324], [-0.35923, 2.64345, 4.66271], [-0.01114, 4.05716, 5.68443], [-0.17460, 4.21901, 3.92758], [-1.75532, 4.95327, 6.83388]], "lowdin_spin": [4.06, 0.06, 0.01, 0.01, 0.00, 0.00, 0.00, 0.00, 0.01, 0.02, 0.01, 0.00, 0.03, 0.00, 0.00, 0.00, 0.00, 0.00, 0.00, 0.00, 0.00, 0.00, 0.00, 0.00, 0.00, 0.00, 0.00, 0.00, 0.00, 0.00, 0.00, 0.01, -0.04, 0.00, 0.00, 0.00, 0.01, 0.00, 0.00, 0.00, 0.00, 0.00, 0.01, 0.00, 0.00, 0.00, 0.00, 0.00, 0.00, 0.00, 0.00, 0.00, 0.00, 0.00, -0.01, 0.00, -0.23, 0.01, 0.01, 0.00, 0.01, 0.00, 0.00, 0.00, 0.00, 0.00, 0.00, 0.00, 0.00, 0.00, 0.00, 0.00, 0.00, 0.00, 0.00, 0.00, 0.00, 0.00, 0.00, 0.00, 0.00, 0.00, 0.00, 0.00, 0.01, 0.00, 0.00, 0.00, 0.00, 0.00, 0.00, 0.00, 0.00, 0.00, 0.00, 0.00, 0.00, 0.00, 0.00, 0.00, 0.00, 0.00, 0.00, 0.00]}